(1)
Molecular formula: C17H18BClN6O2Pt
Method: DFT, wB97M-V/def2-TZVPD

Summary:
2S+1: 3
Max |F|: 2.7 eV/Å
Frontier orbital gap (spin up / spin down): 7.15 / 4.48 eV
Net charge: +2
Lowest unoccupied orbital energy (spin up / spin down): -7.97 / -10.62 eV
Expectation value of S²: 2.03

Structure (XYZ):
```
46
Properties=species:S:1:pos:R:3:forces:R:3
C 0.09581 2.86749 -0.58057 -0.255 -0.104 -0.832
N 0.20075 1.65729 -1.16693 0.867 -0.096 0.792
N 0.47023 1.82500 -2.50316 -0.536 -0.100 0.531
C 0.35823 3.14197 -2.78740 0.117 -0.777 0.626
C 0.14665 3.81368 -1.60364 -0.046 0.165 0.469
B 0.68422 0.54611 -3.36348 -0.684 -0.185 1.024
N 1.75557 -0.32065 -2.62131 -0.349 -1.192 0.651
N 1.62202 -0.68532 -1.30213 1.013 0.092 -0.120
C 2.68116 -1.45701 -0.93582 -0.743 0.284 -1.277
C 3.39729 -1.71432 -2.09933 0.220 -0.211 -0.073
C 2.77158 -1.03014 -3.13393 -0.406 0.385 0.753
Pt 0.01399 -0.23024 -0.26683 -0.075 2.620 -0.518
N -0.64952 -0.24578 -3.22034 -0.452 -0.202 0.238
N -1.14859 -0.63067 -1.99375 -0.750 -1.114 -1.373
C -2.26164 -1.38215 -2.22880 0.478 0.592 -0.933
C -2.50814 -1.39052 -3.61226 0.145 -0.056 0.179
C -1.47379 -0.67463 -4.19620 0.349 0.033 0.912
H -2.84820 -1.89700 -1.47488 0.315 0.412 0.121
H -1.22475 -0.43675 -5.22230 -0.217 -0.094 0.114
H -3.31597 -1.86062 -4.15271 0.016 -0.015 0.262
H 0.97958 0.77272 -4.48927 -0.002 -0.034 0.019
H 2.89020 -1.03060 -4.20084 0.513 0.135 -0.101
H 0.38952 3.53994 -3.78839 0.243 -0.244 -0.069
H 4.24618 -2.35323 -2.20720 0.316 -0.126 0.074
H 0.01215 4.86582 -1.49838 0.028 0.397 0.094
H 2.84898 -1.78508 0.08839 -0.198 0.063 -0.414
H -0.02253 3.03224 0.49146 -0.129 -0.336 -0.548
H -0.31825 -2.17503 0.40881 -0.392 -0.322 0.020
C 0.15683 -2.48487 1.37398 0.475 0.614 0.328
H 0.66667 -3.42760 1.20458 0.266 0.129 -0.412
H 0.85844 -1.71625 1.72760 0.108 -0.319 0.065
H -0.55883 -2.66692 2.16941 -0.486 0.324 -0.292
Cl 0.92035 -0.04155 7.23584 -0.412 0.227 -1.105
C 0.13931 0.18238 5.73099 -0.201 -0.495 1.382
C -1.22785 -0.11819 5.61813 -0.945 -0.177 -1.070
C -1.84503 0.03323 4.37533 -0.358 -0.695 2.354
C -1.15641 0.47982 3.24010 -0.045 0.210 -0.420
C 0.19133 0.83555 3.38503 1.281 0.144 0.817
C 0.85664 0.65205 4.61678 0.142 0.601 -2.167
C -2.01451 0.62996 1.99052 -0.946 0.075 -1.044
O -3.21541 0.78614 2.19356 1.425 -0.048 0.275
O -1.52260 0.68338 0.77206 0.383 -0.677 0.826
H -1.78502 -0.50962 6.47000 0.183 0.228 -0.224
H -2.90219 -0.19451 4.29610 0.108 0.009 -0.118
H 0.72075 1.26451 2.53053 0.009 -0.198 0.327
H 1.92481 0.84996 4.73068 -0.373 0.078 -0.144
```
Positions in Å, forces in eV/Å.

(2)
Molecular formula: C2H41O19
Method: DFT, wB97M-V/def2-TZVPD

Summary:
Energy above the lowest of the compared OMol25 structures with the same formula, charge and spin: 1.743 eV
Max |F|: 4.2 eV/Å
Frontier orbital gap: 8.44 eV
Net charge: -1
Lowest unoccupied orbital energy: 2.33 eV

Structure (XYZ):
```
62
Properties=species:S:1:pos:R:3:forces:R:3
C 0.16207 -0.28849 -0.50669 -0.670 3.828 -1.717
C 0.03873 0.39224 0.82125 -0.031 -0.692 1.181
O -1.22026 0.11059 1.32217 -1.094 -1.893 0.617
H 0.27810 -1.28110 -0.48210 0.133 -3.856 0.543
H 0.90688 0.07639 -1.19822 0.489 0.648 0.165
H -0.77076 -0.06122 -1.05760 0.533 -0.609 0.063
H -0.04507 1.47528 0.71995 1.866 0.375 -0.004
H 0.79718 -0.04393 1.56759 -0.371 1.388 -1.084
O -0.62104 0.55024 3.90011 1.575 0.358 1.811
H -1.44440 0.35702 4.30226 -1.221 -0.061 0.956
H -0.80211 0.30366 3.01373 -0.412 -0.582 -2.590
O -2.95291 0.81428 -3.05474 -0.374 1.503 0.145
H -3.81504 0.97019 -3.43142 -0.351 0.257 -0.126
H -2.77829 -0.09903 -3.22803 0.535 -1.356 -0.433
O 0.04753 3.40164 -1.38901 -0.767 1.986 -0.966
H -0.15651 4.32996 -1.65157 0.965 -0.615 0.256
H -0.87947 3.11605 -1.38329 -0.136 -1.093 0.593
O -0.06002 -0.57013 -3.66952 -1.155 2.616 -1.476
H 0.57893 -1.05291 -3.22271 1.835 -1.789 1.022
H -0.84501 -1.08138 -3.77170 -0.580 -0.815 -0.100
O 1.81877 -4.01347 0.26472 1.264 -0.089 -1.013
H 2.71492 -4.23137 -0.08512 -1.016 0.210 0.496
H 1.90757 -3.10733 0.60884 -0.061 -0.359 0.543
O -2.08723 1.91262 -0.77972 -0.121 2.132 2.400
H -2.25524 1.59600 -1.62166 -0.724 -1.297 -3.004
H -1.40380 1.36903 -0.40154 0.111 -0.353 0.461
O 2.05882 -2.15504 2.44713 3.130 -1.216 0.447
H 1.15302 -2.09612 2.34573 -3.184 0.038 -0.298
H 2.44269 -1.33907 2.14057 -0.225 0.811 0.323
O -0.58523 -3.63448 -1.29690 -1.989 0.382 -0.512
H -0.81621 -3.13164 -0.51067 -1.049 0.183 0.342
H 0.31104 -3.61693 -1.07376 2.911 -0.789 0.023
O -0.57578 3.07450 2.83806 0.566 0.468 -0.184
H -0.30648 2.33006 3.38377 -0.515 -0.181 0.573
H -1.11005 2.61715 2.18407 -0.611 0.159 -0.083
O 3.33948 -0.00433 1.58744 0.367 -0.267 -0.423
H 3.70173 -0.79444 1.17363 0.227 0.191 -0.564
H 3.95736 0.16552 2.29619 0.250 0.395 0.494
O -3.11192 1.85965 1.87916 0.020 -0.432 0.538
H -2.48200 1.11468 1.68178 -0.114 0.288 0.068
H -3.24555 2.24342 1.01937 -0.104 0.230 -0.569
O 2.23402 2.01050 3.13685 2.695 0.221 1.198
H 1.33487 2.16470 3.12698 -2.928 1.342 0.283
H 2.24461 1.33825 2.49316 0.583 -1.274 -1.426
O -0.40834 -2.64642 1.35524 -0.773 -0.815 0.328
H -0.83322 -1.76411 1.42921 -0.539 0.308 0.167
H -1.03934 -3.33748 1.66673 0.678 1.030 -0.231
O 2.22123 3.18948 0.18381 -0.520 -0.113 1.057
H 1.35679 3.39128 -0.21711 0.339 -0.042 -0.140
H 2.91434 3.41387 -0.42124 0.301 0.210 -0.625
O -2.51656 -1.83503 -3.28485 0.871 0.472 0.868
H -3.43599 -2.01559 -3.18475 -1.184 -0.543 -0.110
H -2.27195 -1.66629 -2.34001 0.058 -0.516 -0.322
O 3.19215 1.05537 -1.19886 0.946 -0.730 -1.036
H 2.62183 1.32217 -0.48529 -0.506 0.662 0.462
H 2.78797 1.31876 -2.03603 -0.137 -0.032 0.413
O 2.25838 -1.65043 -2.50865 1.898 -1.374 -3.165
H 1.82148 -1.32111 -1.78006 -1.140 0.643 2.893
H 2.45746 -2.59539 -2.44142 -0.447 0.506 0.398
O -3.03373 -1.03708 -0.45084 -1.611 -0.625 -1.803
H -2.34742 -0.69285 0.09094 1.647 0.693 1.793
H -3.40301 -0.22039 -0.81536 -0.131 -0.128 0.083
```
Positions in Å, forces in eV/Å.

(3)
Molecular formula: C4H9N3O
Method: DFT, wB97M-V/def2-TZVPD

Summary:
Energy above the lowest of the compared OMol25 structures with the same formula, charge and spin: 8.636 eV
Max |F|: 7.9 eV/Å
Frontier orbital gap: 9.47 eV
Lowest unoccupied orbital energy: 0.76 eV
SMILES: C=C/C(=N/NC)NO

Structure (XYZ):
```
17
Properties=species:S:1:pos:R:3:forces:R:3
C -1.48857 1.74071 1.85566 -1.110 0.422 2.121
C -0.42308 1.53406 1.04719 -1.030 0.879 -1.625
C -0.39306 0.45994 -0.21433 -0.432 1.876 7.671
N 0.38959 0.81466 -1.11881 0.466 0.574 -2.711
N 0.84853 -0.31053 -1.79801 1.848 -2.738 -0.713
C 1.68259 -1.10522 -0.71268 -1.438 -0.291 -0.271
N -0.59304 -0.83222 0.32823 -5.013 -0.919 1.422
O -1.06459 -1.77850 -0.67216 1.905 2.127 -2.721
H -1.36579 2.58661 2.66758 -0.264 -1.736 -1.737
H -2.57771 1.18515 2.03322 3.267 1.126 -1.108
H 0.42492 2.36827 1.09203 -1.732 -2.322 -0.286
H 1.23609 -0.23784 -2.82654 -0.667 0.585 3.215
H 0.80576 -1.52568 -0.02481 3.062 1.356 -0.836
H 1.89099 -2.08717 -1.13316 1.296 0.400 -0.440
H 2.47497 -0.47091 -0.11853 -1.493 -1.395 -1.622
H -1.35826 -1.06425 1.15643 2.507 1.905 -2.662
H -0.48935 -1.27707 -1.56131 -1.171 -1.849 2.302
```
Positions in Å, forces in eV/Å.

> Which of these has the lowest max |F|?

C17H18BClN6O2Pt